H3NP2S | the ωB97M-V functional and the def2-TZVPD basis

## Properties
LUMO level (spin up / spin down) = 0.0291 / -0.1106 hartree
HOMO (spin up / spin down) = -6.779 / -9.373 eV
<S²> = 2.01
relative energy (zero: lowest compared OMol25 entry of this formula, charge and spin) = 0.301 eV
gap between HOMO and LUMO (spin up / spin down) = 7.6 / 6.4 eV
spin multiplicity = 3
E_tot = -30949.045 eV
net charge = 0

The geometry in XYZ format:
```
7
Properties=species:S:1:pos:R:3:forces:R:3
N 0.12843 -0.44914 0.00520 -1.1 -1.9 0.0
P 1.31536 0.76317 -0.02326 -1.8 1.0 0.1
P -1.52616 -0.05571 0.25775 0.3 0.8 0.0
S 2.92402 -0.30765 -0.14198 2.3 -1.3 -0.2
H 0.19887 -1.47711 0.11597 1.0 1.2 -0.2
H -1.07531 1.18360 0.88060 -1.1 -0.1 -0.7
H -1.96520 0.34283 -1.09428 0.5 0.3 1.0
```
Forces are in eV/Å.

***

H3NS2 | the ωB97M-V functional and the def2-TZVPD basis

## Properties
LUMO level = 0.0215 hartree
HOMO = -8.860 eV
relative energy (zero: lowest compared OMol25 entry of this formula, charge and spin) = 0.338 eV
gap between HOMO and LUMO = 9.4 eV
SMILES = NSS
E_tot = -23208.647 eV
net charge = 0

The geometry in XYZ format:
```
6
Properties=species:S:1:pos:R:3:forces:R:3
N -0.99835 0.17962 -0.19854 0.8 4.5 -1.9
S 0.04330 0.23915 1.02923 2.1 -0.7 1.3
S 1.73305 -0.95837 0.42501 -1.1 0.2 0.5
H -1.68571 -0.48246 -0.15375 -2.3 -1.6 -0.1
H -1.22482 1.17660 -0.55880 0.2 -2.8 0.5
H 2.13253 -0.15454 -0.54316 0.3 0.4 -0.4
```
Forces are in eV/Å.

***

H3NS2 | the ωB97M-V functional and the def2-TZVPD basis

## Properties
LUMO level (spin up / spin down) = -0.0799 / -0.0496 hartree
HOMO (spin up / spin down) = -9.125 / -9.118 eV
relative energy (zero: lowest compared OMol25 entry of this formula, charge and spin) = 2.528 eV
gap between HOMO and LUMO (spin up / spin down) = 7.0 / 7.8 eV
E_tot = -23206.457 eV
net charge = 0

The geometry in XYZ format:
```
6
Properties=species:S:1:pos:R:3:forces:R:3
N 1.12176 0.02923 -0.13461 1.1 -1.6 -1.8
S -2.72951 0.01910 -0.00814 -0.7 -1.2 -0.6
S 0.53150 -1.54180 -0.52935 0.5 1.9 0.2
H 1.19008 0.11663 0.86019 0.2 0.5 0.4
H 1.98379 0.35212 -0.68925 -1.9 -0.7 1.3
H -2.09762 1.02472 0.50115 0.8 1.1 0.6
```
Forces are in eV/Å.

***

H3O5 | the ωB97M-V functional and the def2-TZVPD basis

## Properties
LUMO level (spin up / spin down) = -0.3029 / -0.3029 hartree
HOMO (spin up / spin down) = -17.802 / -17.802 eV
relative energy (zero: lowest compared OMol25 entry of this formula, charge and spin) = 1.148 eV
gap between HOMO and LUMO (spin up / spin down) = 9.6 / 9.6 eV
E_tot = -10265.854 eV
net charge = +1

The geometry in XYZ format:
```
8
Properties=species:S:1:pos:R:3:forces:R:3
O 1.97556 0.17699 0.22324 -3.0 3.6 0.9
O -1.44693 0.83817 0.28272 -2.7 -0.1 0.5
O -0.90783 -1.20734 0.23660 0.0 -3.5 1.1
O 0.78255 0.49106 -0.33598 2.4 -0.6 0.8
O -0.46754 -0.04673 0.65364 0.9 1.2 -1.2
H 2.29766 -0.56590 -0.21808 0.8 -2.9 -1.7
H -1.10756 1.63048 -0.12477 1.5 1.0 -0.3
H -1.12591 -1.31674 -0.71736 0.2 1.3 -0.2
```
Forces are in eV/Å.

***

H3O6 | the ωB97M-V functional and the def2-TZVPD basis

## Properties
LUMO level (spin up / spin down) = -0.3023 / -0.2678 hartree
HOMO (spin up / spin down) = -16.130 / -16.577 eV
relative energy (zero: lowest compared OMol25 entry of this formula, charge and spin) = 1.204 eV
gap between HOMO and LUMO (spin up / spin down) = 7.9 / 9.3 eV
E_tot = -12310.880 eV
net charge = +1

The geometry in XYZ format:
```
9
Properties=species:S:1:pos:R:3:forces:R:3
O -1.71075 0.82597 -1.65444 0.2 0.3 -2.0
O 0.95810 -0.42159 1.63061 -0.4 -0.4 1.7
O 1.18515 -0.96519 -0.74842 -0.4 0.6 -2.7
O -1.37847 -0.14081 -0.92557 -0.9 -0.3 1.0
O 0.52202 0.59987 0.77898 -0.1 1.4 1.4
O 0.36590 0.13914 -0.51784 1.9 -1.6 0.9
H -1.98568 1.65396 -1.19645 -0.1 -0.4 0.9
H 0.54772 -0.28152 2.58373 0.4 0.1 -2.7
H 1.49601 -1.40983 0.04941 -0.5 0.2 1.4
```
Forces are in eV/Å.

***

H3OP | the ωB97M-V functional and the def2-TZVPD basis

## Properties
LUMO level (spin up / spin down) = -0.0740 / -0.0741 hartree
HOMO (spin up / spin down) = -9.033 / -9.032 eV
relative energy (zero: lowest compared OMol25 entry of this formula, charge and spin) = 3.626 eV
gap between HOMO and LUMO (spin up / spin down) = 7.0 / 7.0 eV
E_tot = -11380.651 eV
net charge = 0

The geometry in XYZ format:
```
5
Properties=species:S:1:pos:R:3:forces:R:3
O 0.98710 0.53185 -0.09797 4.0 -4.4 -2.2
P -0.57321 0.32934 -0.28885 -2.6 0.2 -1.0
H 1.43052 -0.83960 -0.88644 -1.1 4.5 2.4
H -0.85950 -0.87181 0.34300 0.0 -1.1 0.1
H -0.98491 0.85022 0.93025 -0.2 0.8 0.6
```
Forces are in eV/Å.

***

H3OPS | the ωB97M-V functional and the def2-TZVPD basis

## Properties
LUMO level = 0.0103 hartree
HOMO = -10.390 eV
relative energy (zero: lowest compared OMol25 entry of this formula, charge and spin) = 0.384 eV
gap between HOMO and LUMO = 10.7 eV
SMILES = O=[PH2]S
E_tot = -22219.953 eV
net charge = 0

The geometry in XYZ format:
```
6
Properties=species:S:1:pos:R:3:forces:R:3
O -0.96787 -1.86443 1.29113 -1.7 -1.4 1.7
P -0.13651 -0.93843 0.58621 1.9 2.9 -2.2
S 0.82866 0.84333 1.40513 1.4 -2.3 -0.1
H -0.73364 -0.32772 -0.59809 0.4 -0.5 0.9
H 1.09477 -1.44756 0.17506 -0.1 -0.3 -0.4
H 2.06063 0.05120 1.39637 -2.0 1.6 0.2
```
Forces are in eV/Å.

***

H3OPS | the ωB97M-V functional and the def2-TZVPD basis

## Properties
LUMO level (spin up / spin down) = -0.0341 / -0.0502 hartree
HOMO (spin up / spin down) = -9.623 / -8.615 eV
relative energy (zero: lowest compared OMol25 entry of this formula, charge and spin) = 3.848 eV
gap between HOMO and LUMO (spin up / spin down) = 8.7 / 7.2 eV
E_tot = -22216.489 eV
net charge = 0

The geometry in XYZ format:
```
6
Properties=species:S:1:pos:R:3:forces:R:3
O 1.14026 -0.13423 0.73240 0.2 0.0 0.9
P -2.25147 -0.34435 0.51060 0.6 0.2 -1.0
S 2.57073 0.06971 0.28570 -0.9 -0.1 0.2
H -1.29417 -0.71458 -0.56303 -0.8 0.4 0.9
H -2.41420 1.01585 0.03756 0.2 -0.6 0.1
H 2.24884 0.10760 -1.00322 0.8 0.2 -1.0
```
Forces are in eV/Å.

***

H3OPS | the ωB97M-V functional and the def2-TZVPD basis

## Properties
LUMO level (spin up / spin down) = -0.1337 / -0.1369 hartree
HOMO (spin up / spin down) = -7.029 / -6.969 eV
relative energy (zero: lowest compared OMol25 entry of this formula, charge and spin) = 6.267 eV
gap between HOMO and LUMO (spin up / spin down) = 3.4 / 3.2 eV
E_tot = -22214.070 eV
net charge = 0

The geometry in XYZ format:
```
6
Properties=species:S:1:pos:R:3:forces:R:3
O 0.71476 0.01679 -1.25209 -0.1 -1.0 -0.3
P -1.13753 1.82319 1.33476 -0.4 -1.3 0.0
S 0.83800 -1.46565 -1.64203 1.3 0.6 2.6
H -0.34414 1.10822 0.41501 0.3 0.1 -0.3
H -1.75777 0.52444 1.64288 0.2 1.0 0.0
H 1.68668 -2.00698 -0.49853 -1.3 0.7 -1.9
```
Forces are in eV/Å.

***

H3OPS | the ωB97M-V functional and the def2-TZVPD basis

## Properties
LUMO level = -0.0409 hartree
HOMO = -9.867 eV
relative energy (zero: lowest compared OMol25 entry of this formula, charge and spin) = 2.171 eV
gap between HOMO and LUMO = 8.8 eV
E_tot = -22218.166 eV
net charge = 0

The geometry in XYZ format:
```
6
Properties=species:S:1:pos:R:3:forces:R:3
O 1.41571 -0.09357 -0.79791 -3.5 -0.1 -0.5
P -0.82269 0.06204 -0.86620 3.3 -0.8 1.1
S -1.44107 1.18565 -2.20232 -0.4 1.2 -1.3
H 1.72211 -0.02934 -1.73213 -0.7 -0.1 0.7
H -0.84652 0.53034 0.46926 0.2 -0.3 -0.3
H -1.62896 -1.12756 -0.90197 1.2 0.1 0.4
```
Forces are in eV/Å.